No. 1
Entry from the OMol25 dataset: a molecular structure, C32H34N11O4PTi in a non-equilibrium geometry (wB97M-V/def2-TZVPD).

2S+1: 2
Relative energy (zero: lowest compared OMol25 entry of this formula, charge and spin) in kcal per mole: 20.6
Kohn-Sham gap (alpha / beta) in eV: 6.66 / 6.58
Highest occupied orbital energy (alpha / beta) in eV: -9.091 / -9.281
⟨S²⟩: 0.7696
Net charge: +1

The geometry in XYZ format:
```
83
Properties=species:S:1:pos:R:3:lowdin_spin:R:1
Ti -0.758 0.396 0.722 0.78
C -6.240 1.913 0.559 0.00
N -5.147 1.031 0.853 0.00
C -5.210 -0.293 1.134 0.00
C -3.927 -0.698 1.384 0.00
N -3.079 0.355 1.259 0.01
C -3.841 1.388 0.935 0.00
P -3.354 3.140 0.848 0.00
C -2.024 3.022 -0.401 0.00
N -0.902 2.316 -0.336 0.01
C -0.149 2.725 -1.390 0.00
C -0.826 3.681 -2.099 0.00
N -2.010 3.861 -1.466 0.00
C -3.062 4.761 -1.850 0.00
C -2.243 3.034 2.282 0.00
N -1.374 2.059 2.481 0.01
C -0.750 2.358 3.644 0.00
C -1.249 3.527 4.154 0.00
N -2.205 3.947 3.285 0.00
C -3.054 5.100 3.419 0.00
H -7.142 1.334 0.379 0.00
H -6.013 2.505 -0.327 0.00
H -6.416 2.593 1.395 0.00
H -6.131 -0.838 1.140 0.00
H -3.589 -1.678 1.655 0.00
H 0.839 2.352 -1.590 0.00
H -0.556 4.228 -2.980 0.00
H -2.833 5.191 -2.822 0.00
H -3.159 5.569 -1.123 0.00
H -4.014 4.232 -1.924 0.00
H 0.020 1.733 4.050 0.00
H -0.990 4.072 5.039 0.00
H -2.792 5.635 4.329 0.00
H -4.101 4.794 3.481 0.00
H -2.931 5.768 2.564 0.00
C 3.848 -5.499 -4.329 0.00
O 3.759 -5.181 -2.958 0.00
C 4.467 -4.129 -2.482 0.00
C 4.300 -3.844 -1.122 0.00
C 4.884 -2.735 -0.561 0.00
C 5.692 -1.900 -1.344 0.00
C 5.953 -2.254 -2.670 0.00
C 5.318 -3.334 -3.247 0.00
N 6.297 -0.741 -0.881 0.01
N 5.774 0.048 -0.095 0.00
C 4.475 0.085 0.355 0.01
C 4.298 0.389 1.704 -0.01
C 3.051 0.574 2.272 0.01
C 1.906 0.493 1.481 -0.01
O 0.684 0.738 1.885 0.00
C 2.048 0.148 0.112 0.00
N 0.869 0.030 -0.556 -0.01
C 0.927 -0.237 -1.857 0.03
C 2.133 -0.317 -2.548 0.00
C 3.334 -0.180 -1.886 0.03
C 3.324 -0.012 -0.490 0.00
H 3.155 -6.324 -4.485 0.00
H 4.858 -5.816 -4.606 0.00
H 3.546 -4.653 -4.955 0.00
H 3.691 -4.507 -0.531 0.00
H 4.743 -2.519 0.488 0.00
H 6.613 -1.626 -3.249 0.00
H 5.493 -3.549 -4.289 0.00
H 5.185 0.449 2.317 0.00
H 2.966 0.786 3.328 0.00
H -0.014 -0.360 -2.385 0.00
H 2.115 -0.467 -3.617 0.00
H 4.263 -0.208 -2.434 0.00
C -1.315 -3.741 1.898 0.01
C -1.199 -2.430 1.190 0.08
N -0.680 -1.358 1.736 -0.03
O -0.153 -1.466 3.020 -0.01
C -1.731 -2.158 -0.112 0.00
C -2.455 -3.166 -0.950 0.00
N -1.552 -0.892 -0.384 0.04
O -2.005 -0.177 -1.351 0.04
H -0.573 -3.793 2.691 0.00
H -1.178 -4.578 1.220 0.00
H -2.301 -3.835 2.358 0.01
H 0.294 -0.599 3.127 0.00
H -3.243 -3.653 -0.377 0.00
H -1.763 -3.935 -1.293 0.00
H -2.890 -2.679 -1.819 0.00
```

No. 2
Entry from the OMol25 dataset: a molecular structure, C32H34N5O3RuSTe (wB97M-V/def2-TZVPD).

2S+1: 2
Relative energy (zero: lowest compared OMol25 entry of this formula, charge and spin) in kcal per mole: 5.4
Kohn-Sham gap (alpha / beta) in eV: 7.56 / 7.54
Highest occupied orbital energy (alpha / beta) in eV: -13.925 / -13.894
⟨S²⟩: 0.7600
Net charge: +2

The geometry in XYZ format:
```
77
Properties=species:S:1:pos:R:3:lowdin_spin:R:1
Ru -0.739 -1.164 1.244 0.89
N -1.686 -1.861 3.031 -0.01
N -1.659 -3.272 2.933 0.00
C -0.989 -3.888 1.871 0.01
O -0.705 -5.049 1.909 0.01
O -0.716 -3.061 0.860 0.08
H -1.266 -1.563 3.909 0.00
H -2.652 -1.537 3.041 0.00
H -1.801 -3.814 3.771 0.00
N -0.352 -0.730 -0.701 0.00
S -0.534 -1.890 -1.854 0.00
C 1.090 -2.233 -2.517 0.00
C 2.205 -1.890 -1.773 0.00
C 3.461 -2.263 -2.231 0.00
C 3.582 -2.977 -3.413 0.00
C 2.452 -3.325 -4.144 0.00
C 1.192 -2.959 -3.697 0.00
C -1.300 -1.040 -3.204 0.00
C -2.607 -1.391 -3.511 0.00
C -3.249 -0.730 -4.550 0.00
C -2.583 0.262 -5.254 0.00
C -1.272 0.603 -4.934 0.00
C -0.617 -0.051 -3.906 0.00
H -0.358 0.201 -1.100 0.00
H 2.088 -1.335 -0.852 0.00
H 4.341 -1.998 -1.659 0.00
H 4.561 -3.269 -3.769 0.00
H 2.550 -3.884 -5.064 0.00
H 0.311 -3.232 -4.263 0.00
H -3.108 -2.175 -2.958 0.00
H -4.262 -0.999 -4.813 0.00
H -3.083 0.769 -6.068 0.00
H -0.756 1.365 -5.502 0.00
H 0.416 0.176 -3.673 0.00
C 2.825 -0.083 1.590 0.00
Te 1.405 -1.253 2.666 -0.04
C 2.411 -2.950 1.843 0.01
C 3.749 -2.414 1.396 0.00
C 4.783 -3.294 1.089 0.00
C 6.007 -2.806 0.662 0.00
C 6.207 -1.435 0.540 0.00
C 5.182 -0.555 0.844 0.00
C 3.949 -1.041 1.271 0.00
H 3.141 0.740 2.228 0.00
H 2.334 0.319 0.704 0.00
H 1.800 -3.341 1.029 0.00
H 2.495 -3.705 2.622 0.00
H 4.630 -4.361 1.192 0.00
H 6.810 -3.494 0.436 0.00
H 7.167 -1.053 0.220 0.00
H 5.343 0.512 0.760 0.00
C -2.236 5.292 1.016 0.00
N -1.561 4.021 0.806 0.00
N -1.939 2.898 1.497 0.01
C -1.096 1.883 1.182 0.00
O -1.264 0.729 1.724 0.05
C -0.151 2.400 0.280 0.00
C -0.476 3.732 0.078 0.00
C 0.214 4.749 -0.761 0.00
C -3.105 2.853 2.330 0.00
C -2.955 2.975 3.702 0.00
C -4.085 2.940 4.505 0.00
C -5.341 2.788 3.931 0.00
C -5.475 2.664 2.554 0.00
C -4.351 2.692 1.743 0.00
H -2.278 5.517 2.080 0.00
H -3.244 5.265 0.608 0.00
H -1.660 6.060 0.511 0.00
H 0.683 1.876 -0.153 0.00
H 0.973 4.266 -1.371 0.00
H 0.706 5.498 -0.139 0.00
H -0.484 5.261 -1.423 0.00
H -1.969 3.104 4.129 0.00
H -3.988 3.043 5.577 0.00
H -6.220 2.770 4.560 0.00
H -6.455 2.548 2.113 0.00
H -4.436 2.592 0.668 0.00
```

No. 3
Entry from the OMol25 dataset: a molecular structure, C32H35BIIrN2O4Si in a non-equilibrium geometry (wB97M-V/def2-TZVPD).

Relative energy (zero: lowest compared OMol25 entry of this formula, charge and spin) in kcal per mole: 33.0
Kohn-Sham gap in eV: 7.11
Highest occupied orbital energy in eV: -7.778

The geometry in XYZ format:
```
77
Properties=species:S:1:pos:R:3:lowdin_charge:R:1
Ir 1.554 -0.189 0.029 0.76
C 0.131 -2.635 3.726 -0.01
C 1.555 -2.179 3.788 -0.25
N 2.290 -2.493 4.809 0.12
C 3.598 -2.096 4.828 -0.10
C 4.200 -1.425 3.813 -0.17
C 5.652 -1.057 3.957 -0.21
O 6.498 -1.668 2.980 -0.07
C 3.421 -1.063 2.662 -0.07
C 4.106 -0.393 1.589 -0.05
N 3.589 0.180 0.550 -0.08
C 4.452 0.984 -0.272 -0.31
C 5.678 1.472 0.182 -0.02
C 6.505 2.217 -0.640 -0.06
C 6.122 2.516 -1.940 -0.08
C 4.884 2.096 -2.392 -0.15
C 4.066 1.344 -1.560 -0.59
I 2.155 0.889 -2.217 1.29
C 2.063 -1.407 2.663 -0.29
O 1.183 -1.128 1.763 -0.24
H -0.111 -3.167 4.643 0.08
H -0.022 -3.287 2.864 0.09
H -0.547 -1.791 3.592 0.08
H 4.156 -2.355 5.720 0.11
H 5.981 -1.319 4.965 0.12
H 5.802 0.017 3.836 0.12
H 6.399 -2.623 3.058 0.10
H 5.189 -0.423 1.666 0.10
H 5.986 1.292 1.203 0.11
H 7.444 2.585 -0.250 0.11
H 6.772 3.086 -2.591 0.11
H 4.545 2.361 -3.386 0.10
C 1.949 3.148 0.724 -0.21
Si 0.749 1.738 1.004 0.45
C 0.553 1.512 2.843 -0.18
C -0.933 2.300 0.352 -0.25
C -1.588 3.325 1.049 -0.10
C -2.840 3.785 0.668 -0.09
C -3.478 3.224 -0.431 -0.09
C -2.849 2.215 -1.142 -0.07
C -1.591 1.767 -0.754 -0.09
H 1.585 4.030 1.260 0.04
H 2.047 3.408 -0.331 0.01
H 2.944 2.907 1.111 0.02
H 0.213 2.451 3.290 0.03
H 1.499 1.237 3.318 0.03
H -0.177 0.734 3.068 0.04
H -1.116 3.776 1.917 0.09
H -3.321 4.576 1.230 0.10
H -4.459 3.574 -0.728 0.10
H -3.337 1.764 -1.998 0.10
H -1.118 0.985 -1.321 0.06
C -5.844 -3.058 -3.889 -0.05
C -5.418 -1.606 -3.623 -0.56
C -6.626 -0.815 -3.105 -0.05
C -4.976 -0.985 -4.948 -0.07
C -4.295 -1.609 -2.584 -0.17
C -4.572 -1.998 -1.268 -0.03
C -3.592 -2.087 -0.284 0.03
C -2.305 -1.766 -0.657 -0.22
O -1.167 -1.736 0.097 0.11
B -0.134 -1.228 -0.732 -0.60
O -0.691 -1.058 -2.031 0.04
C -2.021 -1.366 -1.942 -0.23
C -2.980 -1.285 -2.928 0.06
H -6.632 -3.091 -4.646 0.08
H -6.223 -3.529 -2.981 0.08
H -4.998 -3.648 -4.246 0.09
H -7.409 -0.791 -3.867 0.08
H -6.346 0.214 -2.868 0.09
H -7.054 -1.264 -2.208 0.07
H -5.821 -0.963 -5.638 0.08
H -4.180 -1.564 -5.422 0.08
H -4.625 0.041 -4.814 0.09
H -5.589 -2.250 -0.994 0.11
H -3.827 -2.387 0.729 0.12
H -2.702 -0.971 -3.924 0.12
```

No. 4
Entry from the OMol25 dataset: C32H35BrNO4P in the gas phase in a non-equilibrium geometry (wB97M-V/def2-TZVPD).

SMILES: CC[C@@H](Br)c1ccc2c(c1)C(=O)c1c(c(CCN(CC)C(C)=O)cc(COc3ccccc3)c1P(C)C)C2=O
Kohn-Sham gap in eV: 6.92
Highest occupied orbital energy in eV: -7.618

The geometry in XYZ format:
```
74
Properties=species:S:1:pos:R:3:lowdin_charge:R:1
C 7.648 -0.743 0.662 -0.15
C 7.408 0.768 1.128 -0.28
C 6.340 1.510 0.241 -0.62
Br 6.359 0.992 -1.664 0.71
C 4.855 1.337 0.751 -0.22
C 4.578 0.650 2.010 -0.01
C 3.182 0.528 2.486 0.01
C 2.097 1.098 1.718 -0.06
C 2.365 1.775 0.422 -0.05
C 3.730 1.888 -0.049 0.01
C 1.127 2.363 -0.345 -0.32
O 1.189 3.457 -0.855 0.08
C -0.140 1.457 -0.336 -0.05
C -0.410 0.796 0.968 0.00
C -1.574 -0.055 1.181 -0.12
C -1.970 -0.758 2.513 -0.10
C -2.267 -2.297 2.202 -0.17
N -1.057 -2.857 1.538 -0.11
C -0.561 -4.031 2.322 -0.22
C 0.371 -4.999 1.485 -0.09
C -1.345 -3.340 0.182 -0.47
C -0.436 -2.739 -0.963 0.00
O -2.220 -4.135 -0.079 0.09
C -2.477 -0.229 0.028 0.03
C -2.215 0.423 -1.266 -0.16
C -3.288 0.182 -2.371 -0.17
O -4.038 1.394 -2.629 -0.10
C -4.808 1.684 -1.490 -0.25
C -6.035 0.947 -1.156 -0.03
C -6.838 1.188 0.032 -0.09
C -6.435 2.225 0.982 -0.09
C -5.231 3.007 0.655 -0.07
C -4.426 2.757 -0.552 0.01
C -1.032 1.287 -1.515 -0.25
P -0.626 2.167 -3.090 0.94
C 1.228 2.049 -3.487 -0.28
C -1.441 1.442 -4.606 -0.32
C 0.593 1.022 2.155 -0.27
O 0.259 1.160 3.308 0.10
H 7.913 -1.368 1.564 0.08
H 8.447 -0.753 -0.116 0.06
H 6.701 -1.193 0.256 0.06
H 8.395 1.291 0.956 0.11
H 7.220 0.840 2.229 0.10
H 6.558 2.610 0.320 0.11
H 5.352 0.191 2.668 0.10
H 2.982 0.025 3.457 0.11
H 3.983 2.406 -1.002 0.09
H -1.219 -0.671 3.332 0.10
H -2.959 -0.320 2.845 0.13
H -3.146 -2.374 1.513 0.11
H -2.540 -2.799 3.165 0.12
H -1.446 -4.641 2.655 0.12
H 0.026 -3.631 3.190 0.12
H 1.067 -4.436 0.806 0.08
H -0.274 -5.732 0.922 0.08
H 0.973 -5.635 2.198 0.08
H 0.027 -3.549 -1.585 0.09
H -1.064 -2.083 -1.619 0.07
H 0.357 -2.081 -0.504 0.08
H -3.406 -0.844 0.138 0.12
H -2.878 -0.282 -3.310 0.11
H -4.034 -0.575 -1.983 0.12
H -6.343 0.125 -1.855 0.11
H -7.745 0.564 0.238 0.10
H -7.038 2.381 1.905 0.09
H -4.958 3.800 1.398 0.10
H -3.524 3.398 -0.733 0.12
H 1.783 1.442 -2.711 0.04
H 1.411 1.572 -4.488 0.04
H 1.693 3.064 -3.499 0.04
H -2.496 1.794 -4.765 0.04
H -1.405 0.322 -4.574 0.03
H -0.871 1.769 -5.523 0.05
```

No. 5
Entry from the OMol25 dataset: a molecular structure, C32H35BrNO4PTb in a non-equilibrium geometry (wB97M-V/def2-TZVPD).

2S+1: 7
Relative energy (zero: lowest compared OMol25 entry of this formula, charge and spin) in kcal per mole: 107.9
Kohn-Sham gap (alpha / beta) in eV: 4.02 / 3.08
Highest occupied orbital energy (alpha / beta) in eV: -14.627 / -14.625
⟨S²⟩: 12.9004
Net charge: +3

The geometry in XYZ format:
```
75
Properties=species:S:1:pos:R:3:lowdin_spin:R:1
C 7.522 -0.602 0.579 0.00
C 7.272 0.888 1.038 0.00
C 6.198 1.614 0.177 0.00
Br 6.202 1.104 -1.721 0.00
C 4.739 1.428 0.692 0.00
C 4.479 0.758 1.910 0.00
C 3.129 0.629 2.381 0.00
C 2.072 1.175 1.645 0.00
C 2.325 1.838 0.390 0.00
C 3.642 1.958 -0.074 0.00
C 1.111 2.409 -0.353 0.00
O 1.146 3.496 -0.867 0.02
C -0.137 1.509 -0.340 0.05
C -0.394 0.868 0.906 -0.01
C -1.531 0.038 1.104 0.05
C -1.917 -0.656 2.423 0.01
C -2.218 -2.184 2.153 0.00
N -1.015 -2.789 1.493 0.00
C -0.550 -3.926 2.302 0.02
C 0.379 -4.937 1.464 0.05
C -1.313 -3.318 0.153 0.00
C -0.416 -2.781 -0.998 0.00
O -2.195 -4.110 -0.060 0.00
C -2.413 -0.125 -0.021 -0.01
C -2.161 0.511 -1.262 0.05
C -3.215 0.292 -2.362 0.00
O -3.943 1.505 -2.610 0.00
C -4.722 1.804 -1.495 0.00
C -5.931 1.101 -1.199 0.00
C -6.723 1.349 -0.064 0.00
C -6.329 2.355 0.862 0.00
C -5.143 3.096 0.567 0.00
C -4.351 2.840 -0.581 0.00
C -1.002 1.352 -1.483 0.06
P -0.589 2.236 -3.010 0.56
C 1.238 2.140 -3.392 0.07
C -1.392 1.570 -4.525 0.09
C 0.603 1.090 2.080 0.00
O 0.260 1.218 3.225 0.00
H 7.802 -1.213 1.464 0.00
H 8.303 -0.608 -0.199 0.00
H 6.589 -1.060 0.188 0.00
H 8.234 1.416 0.859 0.00
H 7.096 0.957 2.127 0.00
H 6.403 2.701 0.254 0.00
H 5.250 0.311 2.551 0.00
H 2.939 0.128 3.340 0.00
H 3.882 2.474 -1.013 0.00
H -1.169 -0.560 3.226 0.00
H -2.888 -0.217 2.749 0.00
H -3.091 -2.272 1.482 0.00
H -2.482 -2.652 3.121 0.00
H -1.470 -4.514 2.664 0.01
H 0.045 -3.523 3.146 0.00
H 1.070 -4.409 0.778 0.00
H -0.313 -5.694 0.895 0.03
H 1.006 -5.585 2.211 0.03
H 0.028 -3.610 -1.583 0.00
H -1.033 -2.153 -1.668 0.00
H 0.376 -2.124 -0.576 0.00
H -3.330 -0.728 0.082 0.00
H -2.809 -0.154 -3.291 0.00
H -3.958 -0.454 -1.995 0.00
H -6.232 0.296 -1.896 0.00
H -7.630 0.753 0.125 0.00
H -6.935 2.523 1.762 0.00
H -4.874 3.875 1.300 0.00
H -3.450 3.457 -0.746 0.00
H 1.777 1.527 -2.638 0.01
H 1.414 1.693 -4.391 0.01
H 1.695 3.147 -3.380 0.01
H -2.431 1.925 -4.675 0.00
H -1.356 0.464 -4.511 0.02
H -0.822 1.915 -5.415 0.00
Tb -0.350 -6.777 2.527 4.86
```

No. 6
Entry from the OMol25 dataset: a molecular structure, C32H35CdN8O3 (wB97M-V/def2-TZVPD).

Kohn-Sham gap in eV: 6.78
Highest occupied orbital energy in eV: -10.208
Net charge: +1

The geometry in XYZ format:
```
79
Properties=species:S:1:pos:R:3:lowdin_charge:R:1
Cd 0.281 -2.496 -1.444 1.41
N 0.789 -0.106 0.912 -0.56
O 1.321 -0.398 1.971 0.01
O 0.324 1.005 0.682 -0.01
O 0.656 -1.007 0.010 -0.25
N -1.226 2.968 -1.316 0.02
C -0.255 3.698 -1.933 -0.15
C -0.823 4.336 -3.009 -0.11
C -2.203 3.999 -3.032 -0.10
C -2.426 3.211 -1.928 -0.15
H -1.143 2.543 -0.406 0.12
H 0.754 3.694 -1.560 0.11
H -0.269 4.905 -3.740 0.09
H -2.929 4.317 -3.759 0.09
H -3.372 2.837 -1.581 0.09
N 4.158 1.206 -1.864 0.00
C 5.268 0.418 -1.882 -0.14
C 5.387 -0.157 -0.643 -0.10
C 4.309 0.321 0.146 -0.11
C 3.551 1.163 -0.624 -0.13
H 3.877 1.777 -2.639 0.13
H 5.882 0.377 -2.766 0.11
H 6.140 -0.856 -0.328 0.09
H 4.156 0.138 1.198 0.09
H 2.669 1.741 -0.411 0.09
N -1.732 -0.780 2.782 0.03
C -2.266 0.473 2.740 -0.14
C -3.607 0.368 2.519 -0.11
C -3.916 -1.023 2.451 -0.11
C -2.741 -1.702 2.618 -0.15
H -0.763 -1.012 2.926 0.12
H -1.662 1.358 2.849 0.11
H -4.288 1.202 2.482 0.10
H -4.883 -1.483 2.328 0.10
H -2.600 -2.766 2.700 0.09
N 1.114 -1.362 -3.048 -0.08
C 0.933 -0.030 -3.082 -0.12
C 1.328 0.735 -4.150 -0.04
C 1.926 0.120 -5.234 -0.02
C 2.147 -1.257 -5.187 -0.04
C 1.712 -1.947 -4.089 -0.15
H 0.419 0.406 -2.232 0.10
H 1.084 1.788 -4.161 0.11
H 2.169 0.683 -6.126 0.12
H 2.603 -1.778 -6.015 0.12
H 1.934 -3.007 -4.019 0.11
N 2.246 3.790 4.289 0.06
C 2.379 4.037 5.580 -0.16
C 1.924 3.187 6.579 -0.07
C 1.298 2.003 6.209 -0.08
C 1.138 1.751 4.857 -0.08
C 1.651 2.654 3.940 -0.16
H 2.899 4.952 5.844 0.10
H 2.075 3.420 7.625 0.10
H 0.979 1.264 6.934 0.10
H 0.688 0.852 4.453 0.08
H 1.504 2.475 2.880 0.09
N -1.742 -1.542 -1.795 -0.06
C -2.243 -1.473 -3.036 -0.16
C -3.265 -0.626 -3.400 -0.04
C -3.873 0.112 -2.402 -0.04
C -3.455 -0.042 -1.083 -0.03
C -2.353 -0.831 -0.839 -0.12
H -1.811 -2.126 -3.790 0.11
H -3.551 -0.508 -4.434 0.12
H -4.700 0.786 -2.593 0.12
H -3.904 0.513 -0.273 0.10
H -1.949 -0.953 0.160 0.09
N -0.348 -3.868 0.182 -0.06
C 0.240 -3.826 1.380 -0.13
C -0.189 -4.589 2.446 -0.04
C -1.279 -5.429 2.275 -0.03
C -1.911 -5.442 1.042 -0.04
C -1.410 -4.657 0.026 -0.14
H 1.060 -3.125 1.489 0.10
H 0.380 -4.556 3.364 0.12
H -1.581 -6.102 3.066 0.12
H -2.811 -6.015 0.869 0.12
H -1.874 -4.703 -0.953 0.11
```

no.,E (eV)
1,-90714.8602
2,-68024.9682
3,-64419.6726
4,-122758.2463
5,-145162.0358
6,-56370.2865